1.
C6H11N2S | ωB97M-V/def2-TZVPD

Calculated values
spin multiplicity = 1
molecular weight = 143.2 g mol⁻¹
HOMO level (alpha / beta) = -11.07 / -11.15 eV
total charge = +1
Kohn-Sham gap (alpha / beta) = 0.267 / 0.255 Ha

XYZ file:
```
20
Properties=species:S:1:pos:R:3:forces:R:3
C 2.431881 -0.882399 -0.830585 0.5868 0.0067 -0.2715
C 1.157859 -0.274439 -1.012689 0.3323 -0.9860 -2.1332
C 2.812531 -0.573602 0.456291 -0.3984 0.2748 -0.6033
C 0.714552 0.280675 0.153211 2.1666 0.0793 0.8383
C -2.007767 -0.933191 0.865494 1.6188 0.5596 -4.2510
C -0.460267 0.990303 0.431143 -0.1111 -2.9291 3.7113
N 1.797528 0.120231 1.044397 -0.4365 0.3724 3.1602
N -1.208476 1.487521 -0.622077 -0.1863 0.1963 -1.0326
S -3.387727 -0.628077 -0.105437 -0.5155 0.7833 0.6806
H 3.046022 -1.454558 -1.560728 -0.7295 0.8055 0.6239
H 0.715271 -0.211811 -2.019718 -0.1308 -0.2054 0.6442
H 3.775221 -0.609843 0.935458 -0.0509 -0.5060 0.1654
H -2.199875 -0.809637 1.832427 -0.4826 0.2758 3.9403
H -1.205439 -1.558186 0.490800 -0.2936 -0.1223 0.2778
H -0.537038 1.432585 1.418830 -0.2938 0.3044 -0.3684
H 1.841735 0.256679 2.133071 -0.5738 -0.0533 -3.1475
H -2.225949 1.101501 -0.646906 0.7259 -0.2570 -0.3866
H -0.598805 1.141343 -1.448046 -1.7343 1.7302 0.6086
H -1.286303 2.474063 -0.336661 0.0465 0.1859 -1.7667
H -3.174961 -1.349151 -1.178273 0.4603 -0.5151 -0.6898
```
Forces are in eV/Å.

Results of the Mulliken charge analysis, in e, for atoms 1 through 5: -0.797 -0.268 -0.353 0.647 -0.626


2.
C6H11N2S | ωB97M-V/def2-TZVPD

Calculated values
spin multiplicity = 3
molecular weight = 143.2 g mol⁻¹
HOMO level (alpha / beta) = -11.51 / -13.69 eV
total charge = +1
Kohn-Sham gap (alpha / beta) = 0.252 / 0.222 Ha

XYZ file:
```
20
Properties=species:S:1:pos:R:3:forces:R:3
C -1.999936 1.359765 0.304395 1.6680 -2.0766 -0.5364
C -2.827612 0.211730 0.062883 -1.0806 0.8630 -0.3910
C 0.174652 -1.319137 -0.515716 0.9307 3.3209 -2.0287
C 0.342838 2.209382 0.412263 -0.0695 0.3167 0.0256
C -0.068282 0.123993 -0.962192 0.1271 -0.2737 0.5799
C -0.662229 1.195750 0.008591 -0.0265 0.0091 -0.2122
N -2.456501 -1.019338 -0.005042 1.5271 -0.3690 0.5670
N 2.724092 -2.321409 0.349842 0.3848 -0.1712 0.0507
S -1.164753 -1.964205 0.213834 -3.2167 -1.6475 1.4583
H -2.398834 2.253718 0.745806 -0.1287 0.0951 0.2165
H -3.901711 0.352450 -0.031255 -0.0822 0.0036 -0.0973
H 0.025430 2.778279 1.281331 -0.0377 0.0436 0.0476
H 1.304424 1.738398 0.613500 0.0152 -0.0423 0.0347
H 0.503743 2.917236 -0.403385 0.0829 0.0426 -0.1073
H -0.760907 0.066272 -1.812636 -0.0452 0.0595 -0.0114
H 0.872614 0.535952 -1.329270 -0.0806 -0.0442 -0.0077
H 1.160493 -1.800943 -0.467704 -0.2253 -0.0365 0.3190
H 3.501059 -1.705352 0.140097 0.0807 -0.0204 0.0642
H 2.994161 -3.245840 0.035173 0.0859 -0.0696 0.0239
H 2.637255 -2.366708 1.359477 0.0905 -0.0030 0.0047
```
Forces are in eV/Å.

Results of the Mulliken charge analysis, in e, for atoms 1 through 5: -0.498 -0.037 -0.183 -1.543 -1.149


3.
C6H11N3 | ωB97M-V/def2-TZVPD

Calculated values
spin multiplicity = 1
molecular weight = 125.2 g mol⁻¹
HOMO level = -8.82 eV
SMILES = CN1CCN=N1.C1=CC1
Kohn-Sham gap = 0.355 Ha

XYZ file:
```
20
Properties=species:S:1:pos:R:3:forces:R:3
C -1.554919 -1.583854 0.100616 -1.3932 0.5396 -1.1710
C -2.649552 -0.472004 -0.070166 0.2601 -0.5285 0.7775
C 4.095654 0.396970 -0.628956 0.8814 -0.3905 -0.0122
C 4.006116 -0.899068 0.182116 -1.4947 -0.8030 -1.5833
C 3.013734 0.230835 0.037570 -1.6362 -0.8082 0.4037
C -2.278108 2.040632 0.058413 0.6861 -1.1020 0.4753
N -0.349899 -0.845199 0.329659 1.4087 -2.0621 0.2588
N -1.843827 0.681266 0.342682 -1.9286 -0.0975 0.4125
N -0.590342 0.330641 0.438343 1.7670 3.4816 0.3454
H -1.414671 -2.129213 -0.811542 -0.0581 -0.2883 -0.6912
H -2.737478 -0.326394 -1.130237 -1.1414 -0.2460 -0.6715
H -3.629105 -0.576373 0.507134 1.4082 0.0953 -0.9385
H -1.677187 -2.342583 0.817739 -0.4738 -0.6490 1.4188
H 4.767180 0.945623 -1.294371 -0.5953 -0.1971 0.3329
H 3.673947 -1.906464 -0.288974 0.9199 1.7047 0.5838
H 4.431977 -0.979664 1.146766 0.8226 -0.2071 0.7493
H 1.949983 0.293859 0.346001 1.0827 0.6881 -0.4782
H -2.370692 2.597908 0.956504 -0.3582 0.5492 0.8572
H -1.645534 2.589492 -0.587539 1.1095 0.2763 -0.7475
H -3.197275 1.953592 -0.451749 -1.2666 0.0444 -0.3218
```
Forces are in eV/Å.

Results of the Mulliken charge analysis, in e, for atoms 1 through 5: -0.416 -0.537 -0.533 -0.575 0.123


4.
C6H11N3 | ωB97M-V/def2-TZVPD

Calculated values
spin multiplicity = 1
molecular weight = 125.2 g mol⁻¹
HOMO level = -8.29 eV
Kohn-Sham gap = 0.337 Ha

XYZ file:
```
20
Properties=species:S:1:pos:R:3:forces:R:3
C 0.494837 0.344582 -2.442039 -0.1003 0.0444 2.9898
C -0.596468 -2.736470 0.853191 -0.1836 -1.9265 -1.5143
C 1.243075 0.707536 -1.125275 -3.2421 -0.1608 -1.7522
C -0.171138 0.587248 -0.551408 -2.9863 -2.0114 0.4332
C -0.894772 1.886747 -0.225976 -2.7843 0.1207 -3.5822
C 0.288319 -0.200875 1.808779 0.4270 -4.6153 0.8514
N -0.676056 0.062086 -1.925860 2.0069 1.0670 -0.0739
N -0.819528 -1.678775 0.225042 0.8793 2.7297 -1.3413
N -0.426379 -0.429622 0.591359 0.0245 1.9824 -1.8610
H 0.896576 0.433974 -3.442288 -0.5662 -0.4684 -0.3772
H -0.787902 -3.603846 0.181445 -0.3055 0.2735 1.1247
H -0.070503 -2.910023 1.746953 0.6105 0.1522 1.3134
H 1.811608 0.023948 -0.640981 2.0694 -2.6345 0.7737
H 1.717335 1.610057 -1.027082 1.0095 2.5532 -0.0072
H -0.487641 2.418910 0.547655 1.6549 1.5154 1.6864
H -2.011573 1.890516 0.067473 1.6320 -1.0456 -0.6211
H -0.918992 2.466144 -1.245169 0.3789 -0.5480 2.0932
H 1.265051 -0.797499 1.840910 -0.6895 0.7363 -0.2184
H 0.489258 0.725107 2.265951 -0.3198 1.6291 -0.3649
H -0.345108 -0.799744 2.497318 0.4848 0.6065 0.4480
```
Forces are in eV/Å.

Results of the Mulliken charge analysis, in e, for atoms 1 through 5: -0.190 -0.390 -1.073 1.221 -1.364